1.
Density functional theory data (wB97M-V/def2-TZVPD) for a structure of composition C46H43F5N10O2S3TeTi at a distorted geometry.

XYZ file:
```
111
Properties=species:S:1:pos:R:3:forces:R:3
C -2.69608 -7.26219 -2.15187 0.0 0.0 0.0
C -0.45362 -4.22958 -3.30313 0.1 0.1 0.1
H -0.50978 2.56843 -4.28162 0.0 0.0 0.0
H -2.59257 -0.32277 0.41786 0.0 0.1 -0.1
C 1.90550 -4.38867 -1.82941 0.0 0.0 0.0
C 1.67379 -5.26237 -2.88231 0.0 0.0 0.0
C 1.94527 -0.33733 -2.30868 -0.1 0.3 -0.3
C -3.18550 -2.05012 3.29678 0.0 0.1 -0.1
C -6.44485 -4.43591 1.93094 0.0 0.0 0.0
H -7.13936 -2.90028 0.60118 0.0 0.0 0.0
C -4.13447 -5.06668 1.74261 0.0 0.0 0.0
H -1.46387 -0.07104 -6.22459 0.0 0.0 0.0
H 0.18600 -8.05914 -0.53932 0.0 0.0 0.0
N 3.94564 -0.16357 0.75466 0.1 0.0 0.0
O 1.95567 0.27340 1.71923 0.4 0.1 -0.1
C -4.42710 -1.52054 3.60432 -0.1 0.0 0.0
H -1.35735 -4.15160 -3.89225 0.0 0.0 0.0
H -3.91887 2.81730 -2.64242 0.0 0.0 0.0
C -3.87272 -2.18045 -5.08737 0.0 0.0 0.0
H 4.84847 1.05177 2.80956 0.0 0.0 0.0
H -4.79528 -2.64831 -5.40745 0.0 0.0 0.0
C -1.32621 2.44172 -1.74123 -0.3 0.4 -0.1
C -2.03405 -5.53728 -0.65142 0.1 -0.1 0.0
N 3.85751 0.88228 2.80486 0.1 0.0 0.1
H -4.77617 0.63192 1.00569 0.0 0.0 0.0
H -5.49627 -5.94994 3.13181 0.0 0.0 0.0
C -6.29553 -3.50114 0.91577 0.0 0.0 0.0
C -2.93676 -6.02169 -1.59266 0.0 0.0 0.0
H -2.73770 -2.79494 3.94202 0.0 0.0 0.0
H -3.38514 -7.66467 -2.88292 0.0 0.0 0.0
H -3.89398 -3.09507 -3.13285 0.0 0.0 -0.1
C -0.20187 -3.35072 -2.24835 0.0 0.0 -0.2
H 0.21694 3.89265 -3.35485 0.0 0.0 0.0
C 0.28179 -4.39557 5.01550 0.0 0.0 0.1
C 0.63031 -2.03094 5.38494 0.0 0.0 0.1
C -3.17957 -1.33907 -5.94948 0.0 0.0 0.0
C -1.50584 -0.94379 -4.27293 0.0 0.0 0.1
C -2.08360 4.75116 -2.06260 0.0 0.0 0.1
H -4.91982 -2.61083 -0.49558 0.0 0.0 0.1
N -1.32909 -3.79113 1.13503 0.1 -0.1 0.1
C 3.24965 0.36239 1.75144 -0.5 -0.3 0.2
C -4.33002 -0.12127 1.64385 -0.1 0.0 0.0
S -2.40216 -3.95931 0.03114 -0.1 0.0 -0.2
C -1.82378 3.40165 -2.74284 0.2 -0.1 -0.1
Ti 0.10966 0.03139 0.00457 -0.3 -0.9 -0.9
H -0.59798 -0.46176 -3.92668 -0.1 0.0 -0.1
N -1.00468 -0.83030 -1.28133 0.0 -0.2 -0.4
F 1.27188 1.45289 3.69831 0.0 -0.5 0.3
H 3.43186 -0.48802 -0.04773 -0.1 0.0 -0.1
N 1.40996 -2.16618 -5.14967 0.1 0.1 0.1
N 3.44349 1.86084 -4.51478 -0.2 -0.2 0.1
H -4.94638 -1.85734 4.49282 0.0 0.0 0.0
S -0.94852 -2.34787 1.77849 0.0 -0.3 -0.4
H -3.56095 -1.16484 -6.94772 0.0 0.0 0.0
H -2.33751 5.48296 -2.82937 0.0 0.0 0.0
H 4.94770 -0.10121 0.71333 0.0 0.0 0.0
F 1.39550 1.83600 0.08659 -0.7 -0.7 0.4
H -1.20089 5.09932 -1.52564 0.0 0.0 0.0
C -0.24786 -4.13277 3.76050 0.0 0.0 0.0
C -3.37776 -2.43571 -3.81767 0.1 0.0 0.0
C -0.70863 3.52889 -3.80148 0.0 0.0 0.1
H -2.94641 1.81210 -3.73408 0.0 0.0 0.0
H -1.02807 4.23977 -4.56325 0.0 0.0 0.0
C -0.68409 -7.48496 -0.83025 0.0 0.0 0.0
C -0.90784 -6.24221 -0.25508 0.0 0.0 -0.1
C -0.31396 -2.81054 3.34532 0.1 -0.1 0.0
H -3.80802 -5.43997 -1.87738 0.0 -0.1 0.0
C -4.00843 -4.12171 0.72813 -0.1 0.0 0.0
H 2.82776 -4.45032 -1.26438 0.0 0.0 0.0
C 0.11586 -1.74831 4.13287 0.0 0.0 0.0
C 0.96536 -3.42563 -1.49664 -0.2 0.0 -0.1
H 0.31178 -5.87323 -4.43078 0.0 0.0 0.0
H 0.04965 -0.72660 3.78005 0.0 0.0 0.0
C -2.00218 -0.71951 -5.54471 0.0 0.0 -0.1
H -1.39668 -8.96752 -2.20160 0.0 0.0 0.0
H -2.91270 4.68348 -1.35734 0.0 0.0 0.0
C -5.06478 -3.33390 0.29627 0.0 0.0 0.0
H 2.42012 -6.00274 -3.14253 0.0 0.0 0.0
F -0.37406 2.97897 3.20889 -0.4 0.1 0.4
O -0.59963 0.86491 1.58633 0.2 0.1 -0.1
H -0.22776 -5.81991 0.47134 0.0 0.0 0.0
H 0.35058 -5.41750 5.36537 0.0 0.0 0.0
C 0.49177 -5.19133 -3.60937 0.0 0.0 0.0
H -3.39706 3.45968 -4.20602 0.0 0.0 0.0
H 3.29095 1.29351 3.53036 0.0 0.0 0.0
C 2.22622 -0.24103 -3.62962 0.1 -0.1 -0.3
C 1.80478 -1.31190 -4.48371 0.1 0.2 0.1
F 0.07533 3.52396 1.02062 -0.3 0.2 -0.5
H -5.95308 -0.12208 3.04279 0.0 0.0 0.0
C -3.09173 -0.64587 1.31439 0.1 -0.1 0.2
H 1.12287 -3.56425 6.80151 0.0 0.0 0.0
Te 0.69450 2.07592 2.00370 0.7 2.1 1.0
H -3.28466 -5.66844 2.04834 -0.1 0.0 0.0
H -0.59981 -4.92914 3.11783 0.0 0.0 0.1
F 2.23840 3.05110 2.14647 0.4 0.3 0.0
C -4.99266 -0.55028 2.78510 0.0 0.0 0.0
S -1.43701 -2.11673 -1.88020 -0.1 -0.1 0.1
N -2.62012 -2.88444 -1.07597 0.0 0.0 0.1
C -2.52668 -1.59777 2.15440 0.1 0.2 0.2
N 1.64826 -0.40822 -1.17423 0.8 -0.1 -0.2
C -1.57398 -7.99130 -1.76734 0.0 0.0 0.0
C -3.10342 2.82800 -3.36730 0.0 0.0 0.1
N -0.93518 1.69287 -0.97205 0.1 -0.2 -0.2
C 0.71441 -3.34960 5.82195 0.0 0.0 0.0
N 0.04943 -1.61230 0.95962 -0.4 0.1 0.7
C -5.36968 -5.21959 2.34343 0.0 0.0 0.0
C 2.90057 0.92000 -4.13160 0.0 -0.1 0.0
H -7.40922 -4.55995 2.40793 0.0 0.0 0.0
H 0.95893 -1.21878 6.02102 0.0 0.0 0.0
C -2.19643 -1.81303 -3.43626 -0.2 0.0 0.0
H 1.12651 -2.76129 -0.66473 0.0 0.0 0.0
```
Forces are in eV/Å.

Summary:
M   1134.58 g/mol
LUMO   -5.7512 eV
Net charge   +2



2.
Density functional theory data (wB97M-V/def2-TZVPD) for a structure of composition C46H43N5O8P2SY at a distorted geometry.

XYZ file:
```
106
Properties=species:S:1:pos:R:3:forces:R:3
H -6.14258 -1.65882 0.70335 0.1 -0.1 0.2
O 0.42821 -1.14148 -2.76346 0.3 0.2 0.4
C -2.43449 -3.30686 4.60918 0.0 0.0 0.0
H -1.18385 -3.82847 -3.87137 0.0 0.0 0.0
C -0.69204 -3.82048 -0.57584 -0.1 0.1 -0.2
H -1.80042 -5.64269 -0.56202 0.0 0.0 0.0
C 2.07958 4.50398 1.55143 0.0 0.0 0.0
N -3.08344 0.31944 -0.60744 0.1 0.0 0.0
C -0.89647 -0.00788 -5.05660 -0.1 0.0 0.1
C 2.51188 2.72979 -0.52510 -0.1 -0.2 0.1
O -7.00445 -1.19398 0.39112 -0.1 -0.1 -0.2
H 2.64127 2.01643 -1.33129 0.0 0.1 -0.1
H 4.07628 1.76822 2.51343 0.0 0.0 0.0
C 5.43720 0.17691 2.94029 0.0 0.0 0.0
H 1.23554 2.11949 7.08976 0.0 0.0 0.0
H 0.61491 -2.06444 3.88841 0.0 0.0 0.0
H -0.06136 -5.85213 -0.26268 0.0 0.0 0.0
C -1.74301 0.49444 -6.03454 0.0 0.1 0.0
C -0.94644 3.84191 5.15679 0.0 0.0 0.0
S 0.93180 0.23691 -3.04113 0.3 0.6 0.2
N 0.08225 -2.99336 0.03125 -0.2 0.2 0.0
C -1.11377 2.91129 4.13688 0.0 0.0 0.0
P -0.68416 0.54645 2.75797 0.3 -0.2 0.0
C -0.06584 0.87162 -4.38160 -0.1 -0.1 -0.1
H 2.91851 2.19292 -3.91697 0.0 0.0 0.0
H -1.09081 -5.18997 1.00394 0.0 0.0 0.0
H 5.14853 1.90794 -4.95887 0.0 0.0 0.0
C -2.62214 -1.07975 3.75322 0.0 0.1 -0.1
H -5.58475 1.86906 -1.74161 0.0 0.0 0.0
C 4.25049 -1.34853 -4.71370 0.0 0.0 0.0
C 0.57522 2.34185 6.26059 0.0 0.0 0.0
H -2.33324 -4.89216 -3.08861 0.0 0.0 0.0
H 3.01187 4.45010 -1.70091 0.0 0.0 0.0
C 4.28805 0.71452 2.37661 0.0 0.0 0.1
O -7.58367 0.57930 -0.82670 0.0 -0.1 -0.2
C 3.74066 -1.43115 1.47240 0.1 0.0 0.0
H 6.10747 0.81615 3.50301 0.0 0.0 0.0
N 0.92609 0.13165 2.33448 -0.4 0.1 -0.6
C 2.99615 -1.19367 -4.13758 0.0 -0.1 0.0
C 1.89058 3.14008 1.75312 0.0 0.0 0.1
C 3.41284 -0.08616 1.64269 0.1 -0.1 -0.1
H -0.92875 -1.04904 -4.75741 0.0 0.0 0.0
H -3.25037 -0.26783 3.39954 0.0 0.0 0.0
H -0.43311 -4.06879 4.75569 0.0 0.0 0.0
P 1.80571 0.43469 0.81346 -0.3 0.4 0.1
C -3.85956 -1.61327 0.72743 0.2 0.2 0.0
H -1.74531 2.29311 -1.60633 0.0 0.0 0.0
N -1.90708 -2.21985 -1.87135 0.5 0.1 0.0
H -0.59540 -5.14092 -2.82151 0.0 0.0 0.0
C -1.23444 -0.97686 3.60881 -0.3 -0.1 0.3
C 4.87905 -1.98162 2.05089 0.0 0.0 0.0
C -0.46550 -2.06972 3.99179 0.2 0.1 0.0
O 0.61574 -3.53994 1.22414 0.0 0.0 0.0
H -2.41297 -0.17672 -6.55568 0.0 0.0 0.0
C -0.44420 1.69321 4.17560 -0.1 0.0 -0.1
C 5.01909 -0.23385 -5.01580 0.0 0.0 0.0
O -2.52325 -1.87881 -2.94653 0.0 0.0 0.0
H 3.11245 -2.04573 0.82916 0.0 0.0 0.0
H -1.46993 4.78902 5.11740 0.0 0.0 0.0
C -0.94250 2.72781 -5.60649 0.0 0.0 0.0
C -6.73398 -0.15944 -0.36738 -0.1 0.3 0.5
C -1.37214 -4.38558 -2.95075 -0.3 0.1 -0.1
H 1.56805 2.77739 2.72191 0.0 0.0 0.0
C -3.22227 -2.22494 4.23758 0.0 -0.1 0.1
C 2.70370 4.08277 -0.72748 0.0 0.1 0.0
C 2.48196 4.98069 0.31335 0.0 -0.1 0.0
C -1.75594 1.85427 -6.31859 0.0 0.0 0.0
H -1.75569 3.13593 3.29278 0.0 0.0 0.0
C -1.05592 -3.22379 4.48979 -0.1 0.0 0.0
Y -0.83941 -0.53559 -0.11518 -1.1 -1.6 -0.7
C 4.53990 1.04108 -4.73534 0.1 0.0 0.0
C -5.30439 0.14863 -0.56111 0.0 -0.1 -0.2
H 4.62836 -2.34147 -4.92163 0.0 0.0 0.0
C -0.10423 2.23870 -4.61622 0.1 0.0 0.0
O -4.83700 -2.23314 1.20579 0.0 0.0 -0.1
H 1.90376 5.19682 2.36604 0.0 0.0 0.0
H 5.10747 -3.03068 1.90702 0.0 0.0 0.0
C -1.37946 -3.41518 -1.80810 0.2 0.0 0.3
C 0.40199 1.41516 5.24630 0.0 0.0 0.0
N -4.92801 1.25155 -1.29342 0.1 0.0 0.0
C -0.92911 -5.21534 -0.07285 0.2 0.0 0.1
H 5.99862 -0.35547 -5.46040 0.0 0.0 0.0
H -2.78430 2.22808 -3.05595 0.0 0.0 0.0
C 2.09206 2.24493 0.71463 0.1 -0.2 -0.1
H -0.98137 3.79166 -5.80331 0.0 0.0 0.0
H -4.30140 -2.29744 4.26474 0.0 0.0 0.0
O -0.17190 1.27792 -0.05599 0.5 0.4 0.0
H 0.92891 0.46818 5.28564 0.0 0.0 0.0
C -0.10069 3.55764 6.21697 0.0 0.0 0.0
H 6.62693 -1.58937 3.23415 0.0 0.0 0.0
C -4.13654 -0.42316 -0.14643 0.1 -0.1 0.1
H 1.24581 -2.86652 1.50233 0.0 0.0 0.0
C 3.29213 1.20326 -4.15664 -0.1 0.1 0.0
C -3.57903 1.32290 -1.29617 -0.1 0.0 0.0
O -2.64303 -1.84770 0.93085 0.0 0.2 0.2
H -2.89552 -4.22114 4.96127 0.0 0.0 0.0
H -3.15744 3.36699 -1.74767 0.0 0.0 0.0
H 1.40312 -0.55614 2.89913 0.1 0.2 0.2
H 2.61885 6.04343 0.15601 0.0 0.0 0.0
C -2.77262 2.37084 -1.97252 0.0 0.0 0.0
H 0.49418 2.91588 -4.01496 0.0 0.0 0.0
C 5.73120 -1.17364 2.78932 0.0 0.0 0.0
H -2.42467 2.24024 -7.07785 0.0 0.0 0.0
C 2.52646 0.08096 -3.87794 -0.3 -0.3 -0.1
H 2.37824 -2.04489 -3.87735 0.0 0.0 0.0
H 0.03630 4.28131 7.01095 0.0 0.0 0.0
```
Forces are in eV/Å.

Summary:
M   976.80 g/mol
LUMO   2.2119 eV
Net charge   -1



Q: Which orbital gap values were calculated for the entries above? A: 7.29, 6.66, in eV.
Q: Which ΔE to the lowest compared entry with this formula, charge and spin values were calculated for the entries above? A: 272.93, 77.29, in kJ/mol.
Q: Which highest occupied orbital energy values were calculated for the entries above? A: -13.046, -4.450, in eV.